Entry 1:
Molecular formula: C33H73HgN2O11S5
Method: DFT, ωB97M-V/def2-TZVPD

Geometry (Å):
Hg1 -0.997 -2.519 3.728
C1 -0.413 -0.270 1.441
O1 -0.533 -0.668 2.762
H1 -0.449 -1.104 0.721
H2 -1.254 0.388 1.160
H3 0.504 0.303 1.250
C2 -0.690 -2.996 -4.089
C3 0.793 -3.327 -4.072
N1 1.161 -4.457 -3.259
C4 2.549 -4.862 -3.471
C5 2.754 -5.503 -4.835
C6 0.766 -4.393 -1.882
C7 1.231 -3.164 -1.108
H4 -1.022 -2.287 -3.327
H5 -1.314 -3.891 -3.982
H6 -0.981 -2.612 -5.067
H7 1.074 -3.427 -5.118
H8 1.353 -2.435 -3.723
H9 3.191 -3.970 -3.343
H10 2.860 -5.590 -2.721
H11 2.598 -4.851 -5.696
H12 3.810 -5.758 -4.977
H13 2.124 -6.388 -4.900
H14 1.100 -5.269 -1.317
H15 -0.315 -4.579 -1.796
H16 0.989 -3.301 -0.045
H17 0.798 -2.198 -1.379
H18 2.321 -3.088 -1.127
C8 0.994 0.239 -5.669
C9 1.831 0.671 -4.464
N2 1.103 0.656 -3.205
C10 -0.160 1.372 -3.204
C11 -0.049 2.861 -3.539
C12 1.894 0.969 -2.033
C13 3.081 0.044 -1.827
H19 1.717 0.162 -6.487
H20 0.237 0.961 -5.962
H21 0.622 -0.777 -5.534
H22 2.633 -0.056 -4.363
H23 2.219 1.677 -4.698
H24 -0.821 0.824 -3.883
H25 -0.576 1.320 -2.193
H26 0.707 3.261 -2.861
H27 0.290 3.080 -4.553
H28 -0.984 3.391 -3.372
H29 1.263 0.795 -1.152
H30 2.172 2.033 -1.965
H31 3.768 -0.086 -2.663
H32 2.700 -0.959 -1.631
H33 3.701 0.336 -0.975
C14 3.534 3.918 -0.275
C15 4.794 4.551 0.350
C16 4.371 5.082 1.722
S1 3.071 4.013 2.353
O2 1.877 4.759 2.653
O3 3.644 3.140 3.352
C17 2.848 3.099 0.797
H34 3.896 3.299 -1.092
H35 2.906 4.758 -0.577
H36 5.233 5.345 -0.245
H37 5.544 3.789 0.585
H38 3.919 6.072 1.606
H39 5.137 5.206 2.484
H40 1.790 2.856 0.719
H41 3.421 2.183 0.946
C18 3.288 -0.329 2.429
C19 3.905 -0.332 3.834
C20 3.089 -1.351 4.624
S2 2.721 -2.674 3.458
O4 1.265 -2.844 3.406
O5 3.520 -3.843 3.644
C21 3.297 -1.790 2.016
H42 3.882 0.306 1.778
H43 2.266 0.055 2.467
H44 3.910 0.666 4.269
H45 4.939 -0.688 3.806
H46 2.108 -0.900 4.812
H47 3.430 -1.760 5.571
H48 2.779 -2.042 1.094
H49 4.333 -2.127 1.931
C22 -4.051 0.508 6.680
C23 -2.980 1.439 6.056
C24 -2.724 1.115 4.567
S3 -3.762 -0.292 4.188
O6 -3.024 -1.529 4.425
O7 -4.497 -0.120 2.967
C25 -4.902 -0.052 5.542
H50 -4.650 1.068 7.391
H51 -3.541 -0.319 7.172
H52 -2.020 1.251 6.543
H53 -3.162 2.495 6.238
H54 -1.695 0.918 4.273
H55 -3.134 1.938 3.983
H56 -5.367 -1.024 5.686
H57 -5.601 0.729 5.246
C26 -4.251 3.331 0.816
C27 -4.440 3.420 -0.717
C28 -3.092 3.185 -1.380
S4 -1.903 4.044 -0.323
O8 -2.052 5.433 -0.661
O9 -0.608 3.418 -0.376
C29 -2.797 3.693 1.206
H58 -4.395 2.283 1.069
H59 -4.936 3.983 1.346
H60 -4.867 4.388 -0.977
H61 -5.097 2.638 -1.100
H62 -2.872 3.588 -2.364
H63 -2.854 2.119 -1.329
H64 -2.730 4.559 1.859
H65 -2.334 2.804 1.629
C30 -3.466 -1.215 -1.321
C31 -3.714 -2.685 -1.716
C32 -3.109 -3.567 -0.653
S5 -3.516 -2.770 0.888
O10 -2.384 -2.832 1.802
O11 -4.789 -3.264 1.319
C33 -3.708 -1.117 0.196
H66 -4.147 -0.535 -1.826
H67 -2.424 -0.985 -1.561
H68 -3.458 -2.881 -2.756
H69 -4.810 -2.746 -1.774
H70 -2.019 -3.487 -0.728
H71 -3.448 -4.598 -0.679
H72 -2.996 -0.414 0.614
H73 -4.743 -0.885 0.431

Results
Total charge: +1
HOMO-LUMO gap: 0.1830 hartree
Energy relative to the best compared isomer or geometry (same formula, charge and spin): 0.00 kcal/mol
E: -119247.8946 eV

Löwdin population analysis, charges in e, atoms 1 to 5:
1 Hg 1.320
2 C -0.258
3 O -0.454
4 H 0.066
5 H 0.056



Entry 2:
Molecular formula: C3H2BeO2
Method: DFT, ωB97M-V/def2-TZVPD

Geometry (Å):
H1 2.224 -0.097 -2.438
O1 -1.692 -0.277 1.341
H2 -2.256 0.324 1.848
C1 1.767 -0.422 -1.509
C2 0.706 -0.313 -0.813
O2 0.284 0.351 0.744
C3 -0.450 -0.105 1.675
Be1 -0.583 0.540 -0.847

Results
Total charge: +1
HOMO-LUMO gap (alpha / beta): 0.2394 / 0.2315 hartree
Energy relative to the best compared isomer or geometry (same formula, charge and spin): 103.36 kcal/mol
E: -7623.5159 eV
Spin multiplicity: 2

natural (NBO) population analysis, charges in e, atoms 1 to 5:
1 H 0.272
2 O -0.725
3 H 0.551
4 C 0.014
5 C -0.790



Entry 3:
Molecular formula: C29H28IrN4O2
Method: DFT, ωB97M-V/def2-TZVPD

Geometry (Å):
Ir1 -0.013 -0.032 0.100
C1 0.286 2.385 -1.282
C2 1.573 2.182 -1.573
C3 2.360 1.871 -0.313
C4 1.247 1.625 0.707
C5 0.021 2.087 0.139
H1 -0.466 2.714 -1.985
H2 2.012 2.352 -2.545
H3 2.944 2.752 -0.023
H4 1.450 1.741 1.763
H5 -0.766 2.551 0.716
C6 3.254 -2.920 0.897
C7 2.707 -3.693 1.911
C8 1.449 -3.369 2.360
C9 0.742 -2.324 1.761
N1 1.277 -1.604 0.751
C10 2.554 -1.853 0.344
C11 -0.578 -1.892 2.206
C12 -1.338 -2.574 3.156
C13 -2.545 -2.049 3.582
C14 -2.982 -0.830 3.082
C15 -2.245 -0.153 2.119
C16 -1.060 -0.701 1.646
H6 4.251 -3.121 0.527
H7 3.257 -4.518 2.341
H8 0.998 -3.918 3.173
H9 2.681 -1.803 -0.740
H10 -0.997 -3.513 3.570
H11 -3.136 -2.579 4.315
H12 -3.910 -0.402 3.437
H13 -2.611 0.800 1.767
O1 -6.889 4.248 -1.569
C17 -7.217 2.901 -1.398
N2 -6.141 2.009 -1.822
C18 -5.115 1.747 -0.991
O2 -5.029 2.173 0.148
C19 -4.017 0.850 -1.513
C20 -4.138 -0.082 -2.532
C21 -3.043 -0.877 -2.845
C22 -1.882 -0.737 -2.116
N3 -1.767 0.152 -1.111
C23 -2.814 0.931 -0.835
H14 -6.398 4.554 -0.799
H15 -8.082 2.690 -2.021
H16 -7.441 2.661 -0.360
H17 -6.039 1.834 -2.808
H18 -5.070 -0.210 -3.067
H19 -3.093 -1.613 -3.634
H20 -1.016 -1.351 -2.324
H21 -2.712 1.660 -0.046
C24 7.260 -0.905 -0.398
C25 5.840 -0.445 -0.432
C26 5.041 -0.384 0.694
C27 3.699 0.004 0.610
N4 3.354 0.776 -0.451
C28 4.063 0.656 -1.598
C29 5.250 -0.023 -1.635
H22 7.614 -1.042 0.621
H23 7.909 -0.188 -0.901
H24 7.356 -1.855 -0.929
H25 5.405 -0.723 1.656
H26 3.248 0.332 1.538
H27 3.677 1.165 -2.466
H28 5.775 -0.118 -2.576

Results
Total charge: +2
HOMO-LUMO gap (alpha / beta): 0.2368 / 0.2435 hartree
Energy relative to the best compared isomer or geometry (same formula, charge and spin): 55.86 kcal/mol
E: -43405.6447 eV
Spin multiplicity: 2

natural (NBO) population analysis, charges in e, atoms 1 to 5:
1 Ir 0.886
2 C -0.168
3 C -0.230
4 C -0.108
5 C -0.335